(1)
Computed, not measured: a single C22H17N5O4 molecule, with ωB97M-V/def2-TZVPD.

HOMO in Ha: -0.3393
Calculated total energy in Eh: -1423.35265
Kohn-Sham gap in eV: 8.7530
Structure (SMILES): O=C(O)c1ccc(Cn2cnc3cnc(C(=O)NCc4ccncc4)cc3c2=O)cc1

Each line ends with the Löwdin charge.
Atoms and positions in Å:
O (-4.699, -1.431, 6.551)  0.096
O (0.352, -2.579, 0.703)  0.079
O (-0.244, -1.045, -4.053)  0.032
O (-3.417, -1.298, 8.381)  0.130
N (3.767, 2.953, -6.518)  0.047
N (0.647, -1.047, 2.361)  0.017
N (-0.449, 1.145, -4.606)  0.081
N (0.375, 1.304, 1.776)  0.116
N (-0.455, 1.724, -1.821)  0.128
C (-1.498, -2.063, 3.967)  -0.014
C (-0.058, 0.974, -5.989)  -0.121
C (2.452, 0.965, -6.383)  -0.017
C (0.037, -0.378, 0.051)  -0.036
C (0.706, 0.339, 2.622)  -0.060
C (0.037, 0.950, 0.475)  -0.216
C (-3.599, -1.467, 7.065)  -0.481
C (-2.402, -1.656, 6.193)  -0.119
C (3.690, 1.611, -6.545)  -0.126
C (0.044, -1.719, 5.789)  -0.017
C (-0.234, 1.955, -0.490)  -0.025
C (-0.414, 0.435, -2.238)  -0.194
C (0.352, -1.410, 1.060)  -0.368
C (-0.382, 0.136, -3.673)  -0.402
C (1.266, 1.670, -6.168)  -0.209
C (2.639, 3.653, -6.340)  -0.144
C (-1.067, -1.628, 6.669)  0.006
C (-0.206, -0.611, -1.336)  0.095
C (-2.580, -1.914, 4.820)  0.005
C (1.414, 3.036, -6.157)  -0.053
C (0.951, -2.025, 3.413)  -0.076
C (-0.176, -1.979, 4.426)  -0.199
H (2.453, -0.114, -6.438)  0.108
H (-3.585, -1.998, 4.397)  0.128
H (0.036, -0.079, -6.243)  0.121
H (-0.227, -1.657, -1.687)  0.138
H (4.592, 1.009, -6.691)  0.106
H (-0.502, 2.093, -4.237)  0.130
H (-4.308, -1.115, 8.676)  0.120
H (2.654, 4.754, -6.300)  0.111
H (-0.869, -1.464, 7.726)  0.113
H (1.918, -1.851, 3.910)  0.134
H (1.100, 0.667, 3.596)  0.142
H (0.563, 3.682, -5.993)  0.109
H (1.074, -1.703, 6.156)  0.112
H (-1.736, -2.228, 2.950)  0.107
H (-0.782, 1.441, -6.649)  0.124
H (1.027, -3.022, 2.986)  0.131
H (-0.258, 2.983, -0.165)  0.108

---

(2)
Computed, not measured: a single C22H17NO6 molecule, with ωB97M-V/def2-TZVPD.

HOMO in Ha: -0.2848
Calculated total energy in Eh: -1354.72226
Kohn-Sham gap in eV: 7.8159
Structure (SMILES): COc1ccc(-c2c(NC(=O)c3ccco3)oc3ccccc3c2=O)cc1OC

Each line ends with the Löwdin charge.
Atoms and positions in Å:
O (-0.127, 1.300, -1.771)  0.052
O (-4.545, -0.571, 1.516)  -0.067
O (-3.374, -2.016, -0.711)  -0.112
O (1.275, -2.434, 0.121)  0.082
O (2.920, 1.291, 0.391)  0.122
O (-0.767, 3.772, 0.657)  0.112
N (0.954, 2.330, 0.648)  0.190
C (3.727, 0.209, 0.235)  -0.177
C (-0.881, 2.022, -0.911)  -0.199
C (-2.438, 0.229, 2.018)  0.016
C (-2.731, -2.788, -1.695)  -0.071
C (-0.471, -0.251, 0.744)  -0.180
C (-2.247, 1.159, -2.438)  -0.038
C (1.759, -1.319, 0.229)  -0.300
C (-5.460, -1.433, 0.878)  -0.076
C (1.586, 1.105, 0.492)  -0.199
C (3.210, -1.082, 0.131)  -0.062
C (5.954, -0.637, -0.004)  -0.069
C (-1.240, -1.068, -0.078)  0.029
C (5.452, -1.932, -0.110)  -0.073
C (5.102, 0.432, 0.168)  0.006
C (4.095, -2.150, -0.043)  0.000
C (-0.959, 0.785, -2.682)  -0.103
C (-3.226, -0.560, 1.182)  -0.194
C (-2.199, 1.976, -1.290)  0.026
C (-1.085, 0.387, 1.815)  -0.029
C (0.972, -0.108, 0.487)  -0.022
C (-0.270, 2.772, 0.189)  -0.405
C (-2.604, -1.232, 0.114)  -0.177
H (3.673, -3.141, -0.118)  0.121
H (-0.522, 0.185, -3.458)  0.130
H (-3.116, 0.892, -3.003)  0.109
H (-1.965, -3.438, -1.262)  0.103
H (-0.509, 0.994, 2.497)  0.124
H (1.467, 3.018, 1.188)  0.173
H (-2.280, -2.157, -2.469)  0.087
H (-6.408, -1.270, 1.392)  0.093
H (-5.574, -1.192, -0.181)  0.091
H (6.129, -2.761, -0.245)  0.104
H (-0.750, -1.576, -0.890)  0.110
H (-2.932, 0.720, 2.841)  0.123
H (-3.516, -3.398, -2.141)  0.096
H (-3.013, 2.458, -0.790)  0.128
H (7.018, -0.467, -0.057)  0.107
H (5.471, 1.442, 0.251)  0.120
H (-5.167, -2.480, 0.980)  0.097

---

(3)
Computed, not measured: a single C22H18BrN3O3S molecule, with ωB97M-V/def2-TZVPD.

HOMO in Ha: -0.2983
Calculated total energy in Eh: -4211.36626
Kohn-Sham gap in eV: 8.1503
Structure (SMILES): O=C(O)c1cccc(NC(=S)N/N=C/c2ccccc2OCc2cccc(Br)c2)c1

Each line ends with the Löwdin charge.
Atoms and positions in Å:
Br (-2.065, 2.542, 2.239)  0.768
S (-1.092, 4.219, -1.719)  0.656
O (1.909, -0.392, 0.338)  -0.057
O (-4.472, -3.008, -1.228)  0.109
O (-2.251, -3.165, -1.146)  0.095
N (1.108, 2.994, -1.092)  -0.031
N (1.825, 1.924, -0.746)  0.038
N (-0.670, 1.596, -1.194)  0.084
C (-4.413, -0.254, -1.120)  -0.020
C (-1.937, 1.037, -1.207)  -0.237
C (-2.388, -1.577, 1.972)  -0.073
C (-3.236, -0.998, -1.189)  -0.146
C (3.860, 0.822, -0.216)  -0.133
C (-3.117, 1.777, -1.142)  -0.050
C (6.046, -0.191, 0.031)  -0.090
C (3.088, 1.983, -0.591)  -0.066
C (-0.112, -1.022, 1.435)  -0.190
C (-4.338, 1.126, -1.101)  -0.055
C (-2.008, -0.353, -1.239)  0.046
C (3.260, -0.378, 0.232)  -0.200
C (1.282, -1.444, 1.046)  -0.132
C (-0.240, 2.871, -1.311)  -0.836
C (-3.241, -2.474, -1.189)  -0.494
C (-1.680, 0.694, 1.998)  -0.660
C (-2.686, -0.240, 2.165)  -0.121
C (5.451, -1.370, 0.446)  -0.075
C (-0.395, 0.319, 1.651)  -0.090
C (4.073, -1.461, 0.549)  -0.014
C (-1.114, -1.969, 1.603)  -0.041
C (5.251, 0.889, -0.296)  -0.039
H (-3.682, 0.073, 2.435)  0.106
H (5.706, 1.811, -0.628)  0.111
H (3.644, 2.913, -0.751)  0.130
H (0.100, 0.948, -1.021)  0.121
H (-5.242, 1.712, -1.044)  0.109
H (1.847, -1.678, 1.961)  0.142
H (1.234, -2.351, 0.427)  0.143
H (-5.364, -0.760, -1.079)  0.113
H (-3.076, 2.853, -1.112)  0.033
H (3.637, -2.395, 0.868)  0.106
H (-3.163, -2.317, 2.101)  0.114
H (0.381, 1.059, 1.530)  0.107
H (-4.408, -3.976, -1.234)  0.133
H (1.523, 3.917, -1.221)  0.133
H (-1.109, -0.948, -1.293)  0.130
H (6.057, -2.227, 0.694)  0.106
H (-0.901, -3.012, 1.428)  0.117
H (7.120, -0.118, -0.041)  0.102

---

(4)
Computed, not measured: C22H18Cl3F3GeN8S2Zr as an isolated structure, with ωB97M-V/def2-TZVPD.

HOMO (alpha / beta) in Ha: -0.6273 / -0.6274
Calculated total energy in Eh: -5886.94483
2S+1: 2
Kohn-Sham gap (alpha / beta) in eV: 6.4175 / 5.2925
Net charge: +3

Each line ends with the Löwdin charge.
Atoms and positions in Å:
Zr (0.401, -0.016, -1.125)  1.387
Ge (-1.222, 1.170, -3.374)  -0.095
Cl (0.643, -0.415, -3.592)  0.245
Cl (-0.500, 2.856, -4.403)  0.277
Cl (-2.947, 0.474, -4.348)  0.307
S (3.498, -4.714, 4.151)  1.157
S (-1.114, 2.219, -0.699)  0.673
F (-1.998, -1.814, -2.330)  0.022
F (-0.265, -2.722, -1.387)  0.037
F (-1.934, -2.018, -0.179)  0.059
N (2.275, -3.683, 4.280)  -0.180
N (-4.705, 3.113, 0.485)  0.189
N (0.304, -0.625, 1.056)  -0.044
N (-3.586, 0.112, -1.037)  0.128
N (2.127, -1.443, -0.745)  -0.058
N (-3.789, 1.346, -0.437)  -0.062
N (-3.380, 3.292, 0.280)  0.073
N (3.930, -4.446, 2.628)  -0.178
C (-0.617, -0.193, 1.928)  -0.100
C (3.004, -1.854, -1.671)  -0.101
C (4.036, -3.388, -0.169)  0.090
C (-6.281, 1.248, 0.022)  0.035
C (3.104, -3.524, 2.155)  -0.295
C (-4.962, 1.917, 0.042)  -0.262
C (2.178, -2.012, 0.492)  -0.140
C (2.537, 1.594, 0.045)  -0.140
C (1.677, 3.847, 0.053)  -0.064
C (2.156, -3.085, 3.103)  -0.298
C (1.681, 3.867, -1.335)  -0.069
C (1.200, -1.561, 1.468)  -0.130
C (1.173, -2.082, 2.761)  -0.044
C (2.107, 2.748, -2.048)  -0.104
C (3.970, -2.818, -1.421)  0.030
C (-0.691, -0.653, 3.232)  0.018
C (-2.797, 2.243, -0.279)  -0.625
C (0.207, -1.610, 3.655)  0.087
C (3.124, -2.982, 0.814)  -0.043
C (2.566, 1.624, -1.358)  -0.205
C (2.076, 2.706, 0.744)  -0.054
C (-1.190, -1.710, -1.265)  -0.687
H (3.053, 0.827, -1.912)  0.098
H (1.378, 4.760, -1.867)  0.132
H (4.649, -3.106, -2.210)  0.140
H (-2.951, 4.170, 0.544)  0.186
H (-1.449, -0.263, 3.896)  0.134
H (2.966, 0.757, 0.582)  0.114
H (1.375, 4.729, 0.603)  0.131
H (-3.784, -0.637, -0.380)  0.119
H (-6.233, 0.264, 0.489)  0.101
H (2.160, 2.776, -3.128)  0.104
H (0.180, -2.007, 4.663)  0.148
H (4.774, -4.144, 0.072)  0.149
H (2.937, -1.403, -2.652)  0.084
H (-6.991, 1.865, 0.567)  0.110
H (-4.189, 0.019, -1.850)  0.094
H (2.087, 2.705, 1.827)  0.129
H (-1.315, 0.549, 1.567)  0.084
H (-6.640, 1.131, -1.002)  0.107